No. 1
DFT (ωB97M-V/def2-TZVPD) results for a 5-piece molecular cluster, C35H84N5O12P overall.

XYZ file:
```
137
Properties=species:S:1:pos:R:3:lowdin_charge:R:1
C 2.036 -0.495 1.572 -0.008
C 0.792 0.577 1.286 -0.278
O -0.461 0.150 1.492 -0.059
O 1.184 1.907 0.789 -0.100
C 0.034 2.823 0.681 -0.182
C -0.721 2.758 -0.809 -0.161
C -2.310 2.337 -0.692 -0.212
C -3.244 3.492 0.051 -0.204
C -3.816 2.981 1.532 -0.163
C -4.911 1.726 1.378 -0.209
N -4.784 0.905 2.642 -0.114
C -5.467 -0.448 2.527 -0.188
C -4.749 -1.432 1.381 -0.234
O -5.202 -2.821 1.550 -0.233
C -4.337 -3.785 0.854 -0.323
P -3.456 -3.115 -0.702 0.746
O -4.560 -2.779 -1.804 -0.539
H 1.549 -1.565 1.670 0.094
H 2.566 -0.237 2.590 0.095
H 2.797 -0.538 0.655 0.094
H -0.726 2.756 1.577 0.120
H 0.488 3.925 0.732 0.137
H -0.155 1.889 -1.391 0.118
H -0.584 3.776 -1.410 0.120
H -2.458 1.293 -0.182 0.095
H -2.733 2.242 -1.804 0.118
H -2.575 4.456 0.198 0.110
H -4.142 3.812 -0.636 0.108
H -4.335 3.913 2.046 0.107
H -2.857 2.609 2.127 0.100
H -5.983 2.184 1.209 0.103
H -4.609 1.173 0.392 0.103
H -3.787 0.820 2.968 0.104
H -6.633 -0.387 2.396 0.130
H -5.286 -1.022 3.558 0.130
H -5.178 -1.045 0.347 0.130
H -3.597 -1.264 1.511 0.118
H -5.056 -4.661 0.478 0.133
H -3.540 -4.299 1.540 0.103
H -2.702 -1.905 -0.471 0.006
H -2.528 -4.132 -1.208 0.014
C 5.374 -4.749 -3.884 -0.105
O 6.563 -4.680 -3.110 -0.191
C 7.448 -3.620 -3.492 -0.192
C 7.416 -2.467 -2.476 -0.192
N 6.146 -1.728 -2.530 -0.044
C 5.892 -0.863 -1.375 -0.191
C 5.918 -1.488 0.036 -0.203
O 4.823 -2.362 0.319 -0.229
C 4.937 -3.656 -0.251 -0.077
H 4.909 -5.722 -3.704 0.091
H 4.661 -3.982 -3.573 0.057
H 5.580 -4.653 -4.953 0.087
H 7.254 -3.269 -4.513 0.114
H 8.456 -4.045 -3.483 0.119
H 8.236 -1.773 -2.684 0.121
H 7.580 -2.903 -1.489 0.094
H 5.379 -2.391 -2.593 0.057
H 4.899 -0.423 -1.530 0.105
H 6.610 -0.032 -1.405 0.119
H 5.823 -0.663 0.752 0.120
H 6.871 -1.971 0.272 0.112
H 5.967 -4.024 -0.248 0.098
H 4.528 -3.650 -1.260 0.071
H 4.327 -4.347 0.336 0.084
C -8.923 8.696 0.537 -0.112
O -8.635 8.347 1.884 -0.196
C -9.751 7.801 2.597 -0.200
C -9.607 6.282 2.787 -0.202
N -9.775 5.555 1.520 -0.056
C -9.305 4.167 1.544 -0.190
C -7.846 3.889 1.961 -0.212
O -6.865 4.314 1.013 -0.216
C -6.596 5.707 1.024 -0.092
H -8.114 9.336 0.173 0.091
H -8.951 7.809 -0.098 0.067
H -9.865 9.243 0.453 0.087
H -10.708 8.065 2.129 0.120
H -9.737 8.264 3.588 0.118
H -10.361 5.929 3.497 0.121
H -8.622 6.104 3.220 0.093
H -9.264 6.042 0.790 0.062
H -9.445 3.776 0.529 0.122
H -9.974 3.591 2.196 0.117
H -7.735 2.800 2.025 0.106
H -7.608 4.265 2.961 0.115
H -6.625 6.130 2.032 0.092
H -7.295 6.220 0.365 0.067
H -5.596 5.869 0.614 0.084
C 3.753 -5.975 7.568 -0.112
O 2.566 -5.447 6.993 -0.196
C 2.378 -4.046 7.225 -0.200
C 2.659 -3.223 5.957 -0.202
N 4.092 -3.204 5.628 -0.055
C 4.401 -2.758 4.266 -0.186
C 3.740 -3.492 3.081 -0.217
O 4.216 -4.822 2.865 -0.187
C 3.687 -5.792 3.754 -0.092
H 3.672 -7.065 7.572 0.091
H 4.627 -5.713 6.968 0.067
H 3.892 -5.632 8.596 0.087
H 2.961 -3.688 8.082 0.120
H 1.321 -3.918 7.478 0.119
H 2.319 -2.195 6.106 0.120
H 2.072 -3.664 5.151 0.093
H 4.470 -4.140 5.739 0.062
H 5.488 -2.844 4.151 0.123
H 4.163 -1.688 4.195 0.107
H 4.006 -2.937 2.174 0.087
H 2.646 -3.474 3.123 0.106
H 2.638 -5.603 4.002 0.089
H 4.298 -5.837 4.654 0.064
H 3.753 -6.772 3.275 0.091
C 3.713 0.668 -9.135 -0.112
O 4.367 1.366 -8.086 -0.196
C 3.514 2.253 -7.353 -0.200
C 3.167 1.683 -5.968 -0.201
N 2.260 0.530 -6.065 -0.053
C 2.168 -0.281 -4.848 -0.190
C 3.466 -0.857 -4.246 -0.223
O 4.068 -1.898 -5.018 -0.206
C 4.799 -1.449 -6.148 -0.089
H 4.480 0.239 -9.786 0.091
H 3.118 -0.159 -8.742 0.067
H 3.080 1.331 -9.730 0.088
H 2.615 2.522 -7.921 0.120
H 4.087 3.172 -7.201 0.118
H 2.687 2.458 -5.364 0.121
H 4.107 1.409 -5.488 0.094
H 2.574 -0.076 -6.817 0.062
H 1.504 -1.121 -5.085 0.121
H 1.656 0.314 -4.079 0.113
H 3.194 -1.324 -3.291 0.114
H 4.200 -0.086 -3.994 0.102
H 5.328 -0.511 -5.957 0.093
H 4.131 -1.353 -7.002 0.065
H 5.538 -2.212 -6.406 0.083
```

Computed properties:
SMILES string = CC(=O)OCCCCCCNCCOC[PH2]=O.COCCNCCOC.COCCNCCOC.COCCNCCOC.COCCNCCOC
Net charge = 0
Lowest unoccupied orbital energy = 0.321 eV
HOMO-LUMO gap = 0.3264 Ha

=====

No. 2
DFT (ωB97M-V/def2-TZVPD) results for a 12-piece molecular cluster, C35H89BNO14S11 overall.

XYZ file:
```
151
Properties=species:S:1:pos:R:3:lowdin_charge:R:1
C 0.199 2.908 -0.377 0.074
C -0.025 1.984 -1.131 -0.009
B -0.189 0.842 -2.262 -0.817
C -1.394 -0.176 -1.793 -0.110
C -1.008 -1.171 -0.702 -0.178
C -0.355 -2.463 -1.211 -0.230
O -0.740 -2.765 -2.558 -0.081
N 1.200 0.024 -2.378 0.243
C 1.385 -0.633 -3.364 -0.403
O 1.669 -1.283 -4.310 0.093
O -0.555 1.422 -3.560 -0.063
C 0.230 2.519 -3.997 -0.192
C 0.687 2.369 -5.469 -0.328
C 1.982 3.200 -5.617 -0.074
C -0.369 2.872 -6.452 -0.164
C -1.523 1.867 -6.573 -0.385
C -2.882 2.566 -6.756 -0.074
C -1.258 0.840 -7.708 -0.050
H 0.112 3.796 0.217 -0.032
H -1.853 -0.674 -2.636 0.042
H -2.165 0.474 -1.368 0.091
H -0.355 -0.718 0.044 0.113
H -1.917 -1.457 -0.162 0.059
H -0.622 -3.318 -0.585 0.092
H 0.724 -2.328 -1.151 0.085
H 0.038 -3.082 -3.023 0.079
H -0.391 3.419 -3.943 0.128
H 1.128 2.623 -3.389 0.108
H 0.929 1.325 -5.658 0.138
H 2.208 3.396 -6.661 0.071
H 1.884 4.135 -5.065 0.073
H 2.794 2.633 -5.161 0.074
H -0.720 3.870 -6.184 0.114
H 0.097 2.960 -7.437 0.102
H -1.556 1.300 -5.648 0.093
H -2.746 3.505 -7.297 0.074
H -3.250 2.821 -5.771 0.035
H -3.583 1.909 -7.253 0.048
H -0.387 1.113 -8.301 0.065
H -1.088 -0.150 -7.299 0.047
H -2.121 0.790 -8.368 0.068
C -2.353 -1.346 -4.885 -0.253
S -4.076 -1.313 -5.369 0.836
O -4.345 0.050 -5.930 -0.564
C -4.720 -1.320 -3.697 -0.278
H -1.750 -1.297 -5.786 0.037
H -2.138 -0.486 -4.256 0.034
H -2.138 -2.271 -4.351 0.050
H -4.328 -0.464 -3.150 0.041
H -4.428 -2.240 -3.199 0.036
H -5.806 -1.261 -3.750 0.051
C 3.902 -1.617 -1.131 -0.260
S 3.696 -3.326 -0.628 0.789
O 3.041 -3.313 0.710 -0.565
C 5.436 -3.663 -0.340 -0.277
H 2.917 -1.190 -1.317 0.015
H 4.396 -1.064 -0.332 0.060
H 4.494 -1.582 -2.047 0.060
H 5.818 -2.967 0.407 0.045
H 5.990 -3.560 -1.274 0.052
H 5.530 -4.681 0.032 0.042
C 6.819 6.426 -5.317 -0.282
S 5.855 4.907 -5.379 0.792
O 5.040 4.976 -6.617 -0.551
C 4.772 5.307 -4.004 -0.266
H 7.535 6.397 -6.136 0.044
H 6.156 7.283 -5.436 0.055
H 7.350 6.480 -4.367 0.048
H 4.249 6.241 -4.213 0.061
H 5.362 5.391 -3.091 0.053
H 4.053 4.497 -3.904 0.034
C -6.073 -3.625 0.818 -0.265
S -4.611 -2.611 0.561 0.804
O -4.632 -2.155 -0.852 -0.536
C -3.424 -3.955 0.649 -0.246
H -6.942 -2.974 0.752 0.049
H -6.124 -4.392 0.045 0.056
H -6.027 -4.077 1.808 0.051
H -3.655 -4.697 -0.117 0.064
H -3.459 -4.403 1.642 0.056
H -2.437 -3.535 0.467 0.020
C 5.933 -3.933 3.717 -0.269
S 7.401 -4.959 3.556 0.800
O 7.318 -5.622 2.225 -0.563
C 6.929 -6.179 4.779 -0.282
H 6.007 -3.122 2.996 0.039
H 5.044 -4.528 3.505 0.062
H 5.891 -3.523 4.726 0.050
H 5.970 -6.618 4.498 0.061
H 6.860 -5.707 5.759 0.058
H 7.704 -6.941 4.806 -0.003
C -4.409 2.071 4.086 -0.259
S -4.568 0.474 3.292 0.807
O -4.709 -0.533 4.390 -0.581
C -2.876 0.377 2.714 -0.247
H -5.362 2.301 4.559 0.052
H -3.618 2.022 4.833 0.008
H -4.175 2.831 3.341 0.061
H -2.199 0.456 3.564 0.038
H -2.689 1.178 1.999 0.069
H -2.749 -0.585 2.224 0.026
C -2.145 6.225 -0.082 -0.274
S -0.955 6.525 1.224 0.804
O -0.458 5.189 1.649 -0.565
C -2.142 7.052 2.466 -0.275
H -1.601 5.836 -0.940 0.053
H -2.878 5.488 0.242 0.053
H -2.635 7.161 -0.349 0.055
H -2.875 6.261 2.626 0.054
H -2.631 7.967 2.133 0.048
H -1.595 7.241 3.388 0.044
C -6.010 -1.060 9.113 -0.280
S -6.569 -0.588 7.468 0.792
O -8.056 -0.582 7.510 -0.560
C -6.066 -2.100 6.652 -0.285
H -6.265 -0.252 9.796 0.043
H -6.513 -1.977 9.423 0.053
H -4.929 -1.203 9.100 0.047
H -6.563 -2.947 7.127 0.056
H -4.983 -2.198 6.710 0.053
H -6.359 -2.020 5.609 0.035
C 11.755 -8.738 5.615 -0.270
S 9.989 -8.740 5.293 0.824
O 9.464 -7.427 5.761 -0.556
C 9.563 -9.946 6.555 -0.269
H 12.209 -8.005 4.952 0.052
H 11.936 -8.462 6.653 0.058
H 12.162 -9.727 5.402 0.053
H 9.894 -9.587 7.529 0.058
H 10.033 -10.900 6.316 0.052
H 8.482 -10.060 6.551 0.051
C -5.441 4.622 -4.419 -0.273
S -5.322 3.975 -2.747 0.812
O -4.484 4.937 -1.975 -0.568
C -4.296 2.572 -3.176 -0.259
H -6.024 5.541 -4.381 0.042
H -4.442 4.830 -4.800 0.052
H -5.944 3.892 -5.053 0.056
H -3.377 2.912 -3.649 0.050
H -4.853 1.916 -3.849 0.047
H -4.052 2.037 -2.260 0.050
C 0.542 1.876 6.553 -0.264
S -1.216 1.750 6.208 0.791
O -1.636 3.053 5.633 -0.538
C -1.754 1.743 7.923 -0.264
H 1.061 1.937 5.599 0.056
H 0.733 2.776 7.138 0.057
H 0.869 0.987 7.093 0.052
H -1.407 2.652 8.416 0.057
H -1.359 0.859 8.423 0.051
H -2.841 1.712 7.926 0.046
```

Computed properties:
Net charge = -1
Lowest unoccupied orbital energy = 1.411 eV
HOMO-LUMO gap = 0.2574 Ha

=====

No. 3
DFT (ωB97M-V/def2-TZVPD) results for a 11-piece molecular cluster, C35H89N3O8 overall.

XYZ file:
```
135
Properties=species:S:1:pos:R:3:lowdin_charge:R:1
C -0.961 0.697 -4.012 -0.072
C -1.713 2.037 -4.047 -0.260
N -2.536 2.224 -5.220 -0.194
C -2.797 3.615 -5.526 -0.249
C -3.860 4.303 -4.664 -0.072
C -3.660 1.325 -5.265 -0.275
C -4.546 1.540 -6.488 -0.090
H -1.623 -0.159 -4.091 0.058
H -0.440 0.672 -3.048 0.049
H -0.127 0.676 -4.716 0.076
H -2.331 2.064 -3.127 0.114
H -0.959 2.813 -3.915 0.092
H -1.847 4.146 -5.425 0.107
H -3.061 3.738 -6.580 0.104
H -3.439 4.749 -3.758 0.039
H -4.307 5.153 -5.184 0.075
H -4.644 3.608 -4.366 0.068
H -4.273 1.299 -4.346 0.118
H -3.266 0.310 -5.369 0.103
H -5.068 2.497 -6.502 0.063
H -5.301 0.753 -6.527 0.073
H -3.950 1.473 -7.400 0.081
C 0.441 -1.054 -0.683 -0.060
C 0.246 -0.123 0.521 -0.238
N 1.371 -0.031 1.433 -0.176
C 1.540 -1.237 2.269 -0.230
C 2.348 -0.976 3.521 -0.063
C 2.628 0.464 0.927 -0.268
C 2.543 1.420 -0.256 -0.084
H 1.429 -0.888 -1.102 0.042
H -0.377 -0.900 -1.387 0.057
H 0.400 -2.110 -0.388 0.060
H 0.027 0.888 0.156 0.094
H -0.642 -0.380 1.102 0.107
H 0.561 -1.647 2.525 0.103
H 1.998 -1.977 1.586 0.108
H 1.684 -0.470 4.220 0.049
H 2.768 -1.892 3.940 0.067
H 3.221 -0.341 3.368 0.070
H 3.397 -0.299 0.679 0.116
H 3.123 1.000 1.746 0.091
H 1.867 2.260 -0.107 0.048
H 2.314 0.953 -1.215 0.056
H 3.571 1.771 -0.394 0.084
C 1.560 5.279 0.536 -0.083
C 1.193 5.152 -0.929 -0.265
N -0.239 5.260 -1.181 -0.168
C -0.454 5.502 -2.613 -0.263
C -0.009 6.902 -3.038 -0.082
C -0.898 4.036 -0.735 -0.254
C -2.417 4.204 -0.653 -0.069
H 1.274 4.383 1.096 0.036
H 1.050 6.117 1.014 0.081
H 2.631 5.408 0.696 0.077
H 1.731 5.919 -1.485 0.103
H 1.565 4.184 -1.313 0.109
H 0.098 4.756 -3.218 0.112
H -1.503 5.370 -2.865 0.079
H 1.065 6.987 -3.183 0.060
H -0.489 7.106 -3.998 0.070
H -0.328 7.642 -2.307 0.081
H -0.551 3.784 0.265 0.081
H -0.691 3.151 -1.367 0.106
H -2.720 4.670 0.285 0.071
H -2.906 3.224 -0.678 0.071
H -2.844 4.771 -1.477 0.047
C -0.441 -3.740 4.460 -0.152
O -0.930 -2.580 5.110 -0.118
H 0.506 -3.596 3.942 0.062
H -0.371 -4.579 5.156 0.087
H -1.094 -4.059 3.632 0.077
H -1.734 -2.843 5.566 0.092
C 3.889 -2.158 -2.040 -0.169
O 4.863 -2.399 -3.041 -0.109
H 3.789 -1.087 -1.830 0.065
H 2.874 -2.446 -2.344 0.067
H 4.158 -2.711 -1.144 0.081
H 4.828 -1.660 -3.653 0.072
C -3.807 -1.488 1.081 -0.132
O -3.340 -1.047 -0.216 -0.130
H -3.710 -2.570 1.188 0.072
H -3.236 -0.960 1.841 0.071
H -4.873 -1.275 1.195 0.075
H -3.280 -1.899 -0.657 0.030
C 0.481 0.230 6.611 -0.178
O 0.880 -1.091 6.907 -0.123
H -0.331 0.310 5.879 0.077
H 0.016 0.696 7.490 0.079
H 1.341 0.840 6.328 0.065
H 0.510 -1.649 6.212 0.028
C 5.938 -3.124 4.666 -0.150
O 4.783 -2.955 5.500 -0.133
H 6.687 -2.359 4.864 0.076
H 6.357 -4.118 4.829 0.072
H 5.618 -3.055 3.626 0.072
H 5.040 -2.329 6.180 0.070
C 1.514 -6.511 -0.728 -0.148
C 1.335 -6.834 0.770 -0.149
C 1.504 -5.471 1.433 -0.219
O 2.334 -4.699 0.592 -0.147
C 2.099 -5.080 -0.758 -0.195
H 0.577 -6.558 -1.285 0.088
H 2.163 -7.257 -1.185 0.105
H 2.012 -7.612 1.113 0.107
H 0.328 -7.203 0.982 0.107
H 1.942 -5.470 2.433 0.121
H 0.520 -4.987 1.549 0.105
H 3.075 -5.117 -1.242 0.116
H 1.440 -4.364 -1.254 0.094
C -0.124 2.622 3.211 -0.147
C 1.317 2.600 3.699 -0.169
C 1.382 3.719 4.759 -0.201
O 0.031 4.045 5.041 -0.139
C -0.597 3.974 3.763 -0.200
H -0.666 1.828 3.723 0.108
H -0.246 2.572 2.132 0.083
H 2.093 2.715 2.933 0.097
H 1.655 1.652 4.118 0.068
H 1.906 4.590 4.329 0.115
H 1.890 3.503 5.697 0.116
H -0.246 4.820 3.158 0.112
H -1.675 4.040 3.898 0.122
C -1.727 -3.887 -2.197 -0.159
C -2.460 -4.950 -3.041 -0.149
C -3.424 -5.589 -2.027 -0.200
O -3.104 -5.085 -0.747 -0.128
C -1.827 -4.490 -0.782 -0.205
H -2.285 -2.950 -2.274 0.098
H -0.690 -3.676 -2.456 0.101
H -1.701 -5.627 -3.438 0.106
H -2.960 -4.475 -3.882 0.106
H -3.404 -6.679 -2.124 0.116
H -4.447 -5.285 -2.261 0.117
H -1.020 -5.219 -0.661 0.099
H -1.794 -3.670 -0.065 0.107
```

Computed properties:
SMILES string = CCN(CC)CC.CCN(CC)CC.CCN(CC)CC.C1CCOC1.C1CCOC1.C1CCOC1.CO.CO.CO.CO.CO
Net charge = 0
Lowest unoccupied orbital energy = 0.459 eV
HOMO-LUMO gap = 0.3069 Ha

=====

> Number 1 is which compound?

C35H84N5O12P